# 1
Density functional theory data (wB97M-V/def2-TZVPD) for a structure of composition C46H44N9OS3Sn.

Properties
max |F| = 0.0119 hartree/bohr
Kohn-Sham gap = 7.651 eV
HOMO = -15.78 eV
total charge = +3
ΔE to the lowest compared entry with this formula, charge and spin = 1.9452 eV
lowest unoccupied orbital energy = -8.1263 eV
total energy = -3755.1041 a.u.

Element x y z (Å)
Sn (0.6624, -0.4872, -2.3266)
N (-0.8848, 1.6244, -7.2395)
C (-1.2205, 0.5772, -6.4759)
N (-0.6539, 0.6841, -5.2843)
C (0.0186, 1.8359, -5.4185)
N (-0.0787, 2.4665, -6.5603)
C (2.1163, 2.2726, -4.4114)
C (2.8537, 2.8490, -5.4296)
N (4.1808, 2.7875, -5.3965)
C (4.7375, 2.1658, -4.3605)
C (3.9649, 1.6023, -3.3528)
N (2.6331, 1.6582, -3.3853)
H (-1.1480, 1.8308, -8.1914)
H (-1.8583, -0.2265, -6.8078)
H (2.3826, 3.3459, -6.2685)
H (5.8190, 2.1175, -4.3318)
H (4.4191, 1.0978, -2.5090)
N (-0.2342, 0.9277, -1.0236)
S (-0.8764, 0.8438, 0.3115)
N (-0.0269, 0.1434, 1.4947)
S (-0.3121, -1.1706, 2.2718)
N (-0.3597, -2.5118, 1.4985)
S (0.7403, -2.7994, 0.3235)
N (0.6095, -2.0127, -0.9093)
C (2.3290, -2.6441, 1.0910)
C (3.1386, -1.5884, 0.6999)
C (4.3679, -1.4260, 1.3206)
C (4.7672, -2.3110, 2.3129)
C (3.9404, -3.3594, 2.7014)
C (2.7100, -3.5351, 2.0907)
C (0.5053, -4.5307, 0.1405)
C (1.5159, -5.2283, -0.5147)
C (1.3294, -6.5763, -0.7652)
C (0.1502, -7.2004, -0.3734)
C (-0.8522, -6.4851, 0.2673)
C (-0.6826, -5.1352, 0.5336)
C (-1.8026, -1.1658, 3.1972)
C (-1.9401, -0.1316, 4.1190)
C (-3.0808, -0.0998, 4.8998)
C (-4.0478, -1.0918, 4.7574)
C (-3.8850, -2.1172, 3.8357)
C (-2.7501, -2.1662, 3.0384)
C (0.9352, -1.1709, 3.5092)
C (0.8522, -2.2073, 4.4352)
C (1.7943, -2.2571, 5.4450)
C (2.7974, -1.2937, 5.5098)
C (2.8676, -0.2760, 4.5682)
C (1.9262, -0.2011, 3.5504)
C (-1.1190, 2.4665, 0.9679)
C (-1.9122, 3.3253, 0.2120)
C (-2.0999, 4.6230, 0.6527)
C (-1.4838, 5.0583, 1.8247)
C (-0.6915, 4.1929, 2.5637)
C (-0.5104, 2.8804, 2.1429)
C (-2.5114, 0.1363, 0.2847)
C (-2.6923, -1.0039, -0.4919)
C (-3.9546, -1.5682, -0.5726)
C (-5.0215, -0.9867, 0.1025)
C (-4.8272, 0.1471, 0.8798)
C (-3.5662, 0.7162, 0.9828)
H (2.8034, -0.9047, -0.0679)
H (5.0178, -0.6119, 1.0278)
H (5.7332, -2.1875, 2.7855)
H (4.2600, -4.0473, 3.4730)
H (2.0601, -4.3506, 2.3837)
H (2.4290, -4.7324, -0.8203)
H (2.1049, -7.1420, -1.2637)
H (0.0131, -8.2555, -0.5699)
H (-1.7654, -6.9811, 0.5677)
H (-1.4475, -4.5674, 1.0411)
H (-1.1654, 0.6174, 4.2394)
H (-3.2076, 0.6839, 5.6349)
H (-4.9314, -1.0690, 5.3822)
H (-4.6382, -2.8886, 3.7416)
H (-2.5956, -2.9589, 2.3214)
H (0.0626, -2.9477, 4.3757)
H (1.7456, -3.0439, 6.1860)
H (3.5301, -1.3383, 6.3052)
H (3.6538, 0.4653, 4.6261)
H (1.9703, 0.5730, 2.7976)
H (-2.3978, 2.9680, -0.6881)
H (-2.7436, 5.2954, 0.0993)
H (-1.6333, 6.0747, 2.1653)
H (-0.2200, 4.5344, 3.4757)
H (0.0933, 2.1939, 2.7177)
H (-1.8581, -1.4608, -1.0054)
H (-4.1081, -2.4587, -1.1683)
H (-6.0103, -1.4194, 0.0203)
H (-5.6594, 0.5950, 1.4068)
H (-3.4159, 1.5929, 1.5989)
C (0.3285, 5.2074, -4.5992)
C (-0.1041, 4.3603, -3.4906)
C (-1.4810, 3.8403, -3.4838)
C (0.6918, 4.2538, -2.2616)
O (0.7253, 2.3677, -4.3689)
H (-0.2767, 6.1258, -4.5156)
H (0.0536, 4.7712, -5.5628)
H (1.3789, 5.4827, -4.5597)
H (-2.0653, 4.5509, -2.8821)
H (-1.5338, 2.8741, -2.9805)
H (-1.9243, 3.7990, -4.4764)
H (0.1887, 4.8882, -1.5160)
H (1.7159, 4.5974, -2.3775)
H (0.6433, 3.2413, -1.8507)

# 2
Density functional theory data (wB97M-V/def2-TZVPD) for a structure of composition C21H36P2PtS.

Properties
max |F| = 0.0563 hartree/bohr
Kohn-Sham gap (alpha / beta) = 4.445 / 7.620 eV
2S+1 = 3
HOMO (alpha / beta) = -4.67 / -7.63 eV
ΔE to the lowest compared entry with this formula, charge and spin = 0.0000 eV
lowest unoccupied orbital energy (alpha / beta) = -0.2249 / -0.0093 eV
<S²> = 2.01
total energy = -2021.7430 a.u.

Element x y z (Å)
P (0.1829, -2.9189, -2.2371)
P (0.1960, 3.7161, -0.8134)
C (1.0890, 1.4744, -2.0930)
C (1.5452, 2.7994, -1.6927)
H (0.6605, 1.5164, -3.1033)
H (1.8222, 0.6419, -1.9866)
H (2.3454, 2.6890, -0.9220)
H (1.7677, 3.4927, -2.5302)
C (-1.1241, 3.9435, -2.0328)
H (-1.9221, 4.4898, -1.5126)
H (-1.5153, 2.9721, -2.3458)
H (-0.7312, 4.5472, -2.8563)
C (1.1003, 5.3062, -1.0461)
H (0.6611, 5.8892, -1.8584)
H (2.1487, 5.1330, -1.3119)
H (1.1271, 5.9457, -0.1624)
C (-0.8980, -4.3217, -2.6943)
H (-0.8460, -5.0775, -1.9009)
H (-0.5808, -4.7782, -3.6363)
H (-1.9375, -3.9941, -2.7931)
C (1.8053, -3.7245, -2.5012)
H (2.5938, -2.9673, -2.5583)
H (1.7990, -4.3112, -3.4277)
H (2.0258, -4.3879, -1.6561)
Pt (-0.3562, -0.3168, -3.7209)
C (-0.0001, 1.0713, -5.2048)
C (-1.4222, 0.9602, -4.9187)
C (-2.3718, 0.2460, -5.8634)
C (-1.7972, -1.1505, -6.1992)
C (-0.8815, -1.7111, -5.1169)
C (0.5727, -1.5850, -5.0830)
C (1.3227, -0.8552, -6.1648)
C (0.7254, 0.5147, -6.4111)
C (0.0605, -2.9343, -0.4334)
H (0.4227, 2.0292, -4.8747)
H (-1.8838, 1.7589, -4.3371)
H (-2.5471, 0.8362, -6.7891)
H (-3.3638, 0.1340, -5.3716)
H (-2.6767, -1.8080, -6.2571)
H (-1.3470, -1.1484, -7.2034)
H (-1.2889, -2.6536, -4.7186)
H (1.1364, -2.4705, -4.7292)
H (1.3962, -1.4331, -7.0889)
H (2.3573, -0.7453, -5.8321)
H (1.5591, 1.1958, -6.5822)
H (0.1096, 0.5524, -7.3098)
H (0.8426, -2.3118, 0.0207)
H (0.1986, -3.9717, -0.1296)
H (-0.9234, -2.5884, -0.0950)
S (-0.9308, 0.6144, -1.1289)
C (-0.7839, 0.4683, 0.6368)
C (0.5069, 0.6872, 1.1351)
C (0.7884, 0.6044, 2.4858)
C (-0.2297, 0.3000, 3.3917)
C (-1.5427, 0.1347, 2.9396)
C (-1.8311, 0.2422, 1.5724)
H (1.2966, 0.9101, 0.4040)
H (1.8118, 0.7592, 2.8222)
H (-0.0009, 0.2230, 4.4587)
H (-2.3350, -0.0809, 3.6559)
H (-2.8527, 0.1009, 1.2098)

# 3
Density functional theory data (wB97M-V/def2-TZVPD) for the ion C5H6NO2S with charge +1.

Properties
max |F| = 0.1215 hartree/bohr
Kohn-Sham gap = 7.243 eV
HOMO = -13.06 eV
total charge = +1
ΔE to the lowest compared entry with this formula, charge and spin = 3.0173 eV
lowest unoccupied orbital energy = -5.8223 eV
total energy = -797.1147 a.u.

Element x y z (Å)
C (0.8240, -1.5345, 0.1768)
C (1.7358, -0.5814, -0.5125)
C (-1.4477, -0.2668, -0.2048)
C (-0.3457, -0.5930, 0.6744)
C (0.1075, 0.8799, 0.5896)
N (-1.1492, 1.3055, 0.0899)
O (-2.0611, -0.6074, -1.1434)
O (-1.2688, 2.5612, -0.5676)
S (1.7061, 0.9533, -0.5087)
H (0.4970, -2.1014, -0.7365)
H (2.5289, -1.1686, -1.0138)
H (-0.8137, -0.7398, 1.6211)
H (1.4260, -2.0399, 0.9158)
H (0.4746, 1.2157, 1.5217)
H (-2.2138, 2.7173, -0.9021)